An isolated ion of composition C31H30NO4S and charge +1 at a distorted geometry, computed with ωB97M-V/def2-TZVPD.

Last column: Mulliken charge in e.
Element x y z (Å)
C: 3.30862 -0.23091 2.66542  -0.744
O: 2.27001 -0.29671 3.63763  -0.337
C: 1.25665 -1.28275 3.42153  0.548
C: -0.07716 -0.53773 3.13367  -0.750
C: -1.23831 -1.29191 2.98154  0.430
C: -2.34791 -0.76973 2.30261  -0.651
C: -2.34720 0.57505 1.91578  -0.537
C: -1.24600 1.38257 2.22924  -0.787
C: -0.12538 0.83485 2.86076  -0.362
H: 3.64852 0.81243 2.63641  0.287
H: 4.14486 -0.88288 2.96783  0.227
H: 2.95444 -0.53478 1.66290  0.344
H: 1.47137 -1.89461 2.52160  0.761
H: -1.22263 -2.30227 3.38889  0.142
H: -3.20730 -1.41074 2.08298  0.339
H: -3.21600 0.98805 1.39776  0.395
H: -1.25942 2.44061 1.96234  0.400
H: 0.72444 1.46972 3.12016  0.463
C: -1.57999 -3.89558 7.23895  -1.068
O: -0.61141 -3.32476 6.34433  0.027
C: -0.00406 -2.17812 6.75716  0.864
C: 1.03762 -1.66162 5.94453  0.059
C: 1.22153 -2.19428 4.56884  0.988
C: 1.62958 -3.44845 4.47699  -0.107
N: 2.09963 -4.58158 4.64276  -0.595
C: 1.40198 -5.84376 4.37625  -0.603
C: 0.06678 -5.49856 3.80887  0.160
C: -1.09037 -5.69115 4.55160  -0.861
C: -2.28647 -5.12015 4.11215  -0.319
C: -2.33748 -4.46922 2.87754  -0.467
C: -1.18996 -4.39386 2.07351  -0.430
C: 0.00076 -4.95196 2.53000  -0.238
S: 4.11533 -5.10481 5.13046  1.456
C: 4.66488 -6.34935 3.93078  -0.101
C: 4.77392 -7.68702 4.31558  -0.216
C: 5.13282 -8.64821 3.36739  -0.644
C: 5.38046 -8.28483 2.03890  0.968
C: 5.72698 -9.32974 1.01714  -1.413
C: 5.30473 -6.93347 1.68325  -0.797
C: 4.96392 -5.96232 2.62436  -0.392
O: 4.76556 -3.83223 4.92095  -0.578
O: 3.97665 -5.69472 6.44150  -0.581
C: 1.91799 -0.74179 6.50852  -0.433
C: 1.68222 -0.21361 7.77381  -0.951
C: 0.54842 -0.60375 8.49075  -0.660
C: -0.28842 -1.59996 8.00032  -0.853
H: -1.91068 -4.81378 6.75806  0.234
H: -1.11755 -4.11760 8.21276  0.447
H: -2.42681 -3.20257 7.36338  0.353
H: 2.00617 -6.43165 3.67286  0.426
H: 1.32217 -6.39783 5.31614  0.361
H: -1.03385 -6.27238 5.47278  0.554
H: -3.18126 -5.17765 4.73686  0.473
H: -3.27200 -4.01878 2.53839  0.412
H: -1.20597 -3.86693 1.11671  0.340
H: 0.90981 -4.92594 1.92594  0.491
H: 4.57490 -7.97285 5.34630  0.486
H: 5.21400 -9.69808 3.65781  0.412
H: 5.83976 -8.87285 0.03264  0.350
H: 6.66363 -9.83754 1.26843  0.350
H: 4.94882 -10.09712 0.95481  0.344
H: 5.51383 -6.64679 0.65116  0.321
H: 4.92628 -4.91051 2.34615  0.466
H: 2.79865 -0.47351 5.92812  0.503
H: 2.37442 0.50898 8.20062  0.416
H: 0.31891 -0.14433 9.45053  0.407
H: -1.11483 -1.96794 8.60760  0.470

Atomic forces in eV per Å
C 0.1055 -0.2328 -0.0605
O -0.2838 -0.5522 -0.2005
C -0.3315 1.8323 -1.5919
C -0.0830 -0.0328 0.1274
C 0.0387 0.0049 -0.2883
C 0.1890 0.0984 0.4421
C 0.1956 -0.1711 0.0652
C -0.2636 -0.2491 0.1494
C 0.2825 -0.1088 -0.2859
H -0.0620 -0.3430 -0.0353
H -0.1565 0.1908 -0.1690
H 0.0899 0.2118 0.3808
H 0.0527 0.4199 0.2076
H -0.1731 0.1783 -0.3929
H 0.2497 0.2897 0.2010
H 0.3568 -0.0942 0.1315
H 0.0151 -0.3025 0.1716
H -0.2057 -0.2657 -0.2753
C 0.1451 0.3556 -0.1564
O -0.3426 0.1212 -0.0290
C 0.3213 -0.0280 0.4543
C -1.0465 -0.6156 1.0414
C 1.3997 -1.5619 1.0978
C 0.2471 1.0519 1.0344
N 1.5796 -0.9596 -0.3967
C -0.6084 -0.4439 -0.0444
C -0.6194 -0.9180 -0.2433
C -0.0198 0.3284 -0.1491
C -0.0980 -0.1996 -0.2862
C 0.2025 -0.0898 0.0407
C -0.0606 -0.2778 0.0316
C -0.1817 0.4719 -0.0036
S 0.8325 1.0966 0.6876
C -0.3859 0.2719 -0.0005
C -0.2609 -0.3352 0.2146
C -0.0635 0.3903 0.2965
C -0.0311 0.0341 0.1292
C 0.0132 0.0355 -0.1310
C -0.0227 0.1818 0.2497
C -0.1625 0.2644 -0.2371
O -0.8693 -1.3830 -0.0439
O -0.2972 0.4812 -1.6595
C 0.0834 0.1175 -0.2364
C -0.2045 0.0109 0.1302
C 0.1759 0.1557 -0.2358
C 0.2195 -0.0499 -0.1723
H -0.0245 0.1938 0.2033
H -0.1793 0.0359 -0.2750
H 0.1918 -0.3203 0.0273
H -0.0055 0.2113 0.1603
H 0.0560 0.0843 -0.0889
H -0.0606 0.3482 -0.1069
H 0.2447 -0.0826 -0.2950
H 0.2928 -0.1178 0.1126
H -0.1282 -0.3020 0.2587
H -0.2196 0.1571 0.0376
H -0.0054 0.0354 -0.2097
H -0.0290 0.3714 0.0037
H 0.0082 -0.1225 0.0609
H -0.1115 0.1006 0.0228
H 0.0770 0.1226 0.0476
H -0.0393 0.0214 0.3525
H -0.0325 -0.2056 0.0135
H -0.2787 0.1562 0.2366
H -0.1501 -0.1565 -0.1367
H 0.1353 -0.1374 -0.1714
H 0.2970 0.2263 -0.2140

Properties
- Energy above the lowest of the compared OMol25 structures with the same formula, charge and spin: 0.0 kcal/mol
- HOMO level: -11.0 eV
- SMILES string: COc1ccccc1C(=C=[N+](Cc1ccccc1)S(=O)(=O)c1ccc(C)cc1)[C@H](OC)c1ccccc1
- Total charge: +1
- Gap between HOMO and LUMO: 0.2330 Eh
- Molecular weight: 512.65 g mol⁻¹
- Maximum force: 2.45 eV Å⁻¹
- Multiplicity: 1